C40H38ClLuN2P2 as an isolated structure at a distorted geometry, computed with ωB97M-V with the def2-TZVPD basis set.

The geometry in XYZ format:
```
84
Properties=species:S:1:pos:R:3:forces:R:3
Lu -0.69073 -0.84643 0.08494 0.53 0.20 -1.05
Cl 0.17895 -2.04985 -1.80117 -0.31 -0.04 0.42
P 1.53746 -1.54078 1.58037 0.52 -0.52 0.50
P -1.51884 0.92201 -2.05694 -0.53 -0.32 -0.93
C 1.87761 -0.63131 3.12700 0.39 -0.02 0.55
C 3.17924 -1.96015 0.90690 0.40 -0.15 -0.71
C 0.69795 -3.09097 2.08837 -0.21 -0.08 -0.15
C -3.30528 0.46767 -2.17068 0.09 -0.07 -0.16
C -1.51669 2.73856 -1.97084 -0.20 0.90 -0.20
C -0.76142 0.50959 -3.68377 0.45 0.00 -0.01
C 1.37079 -1.02844 4.37733 0.03 0.17 -0.36
C 1.56068 -0.22411 5.50125 0.22 0.24 0.15
C 2.30701 0.95766 5.41498 -0.14 -0.36 -0.39
C 2.89968 1.29347 4.19195 0.23 0.11 0.32
C 2.72020 0.49315 3.07057 -0.35 -0.04 -0.16
H 0.88803 -1.99797 4.47864 -0.17 0.28 0.00
H 1.15757 -0.53175 6.46581 0.10 0.01 -0.26
H 2.47737 1.57739 6.29571 -0.10 -0.19 -0.24
H 3.55511 2.16674 4.13739 -0.20 -0.30 -0.03
H 3.27275 0.70973 2.15635 -0.26 0.12 0.09
C -0.67877 -3.02579 2.44153 0.82 -0.43 -0.12
C -1.35207 -4.21688 2.73961 -0.39 0.25 -0.04
C -0.70805 -5.45374 2.66681 0.29 0.41 -0.30
C 0.64129 -5.50580 2.30174 -0.07 0.20 -0.01
C 1.34445 -4.33363 1.99781 -0.30 0.11 0.27
H -1.18122 -2.04550 2.59605 0.19 -0.45 -0.01
H -2.40410 -4.17913 3.02470 0.26 -0.01 -0.04
H -1.26579 -6.37011 2.85211 0.17 0.24 0.08
H 1.14900 -6.46634 2.25397 -0.08 0.19 -0.03
H 2.40334 -4.36858 1.71884 -0.47 -0.05 0.07
C 4.30381 -2.18513 1.71579 -0.04 -0.10 0.01
C 5.53512 -2.51942 1.14454 -0.13 0.01 -0.18
C 5.66489 -2.63233 -0.24442 -0.36 0.13 0.02
C 4.55149 -2.41474 -1.06472 0.24 -0.11 0.16
C 3.32986 -2.08515 -0.49171 -0.40 0.04 0.27
H 4.21842 -2.13012 2.79826 0.04 0.08 -0.12
H 6.39683 -2.69946 1.78827 -0.27 0.06 -0.17
H 6.61867 -2.89026 -0.70265 -0.18 0.05 0.23
H 4.63698 -2.52013 -2.15195 -0.05 0.07 0.48
H 2.45280 -1.96274 -1.12500 0.43 0.06 0.13
C -0.82355 3.54449 -2.89783 -0.17 -0.06 0.22
C -0.76534 4.93617 -2.72974 -0.16 -0.19 0.11
C -1.42260 5.54569 -1.65898 0.10 -0.27 -0.10
C -2.18105 4.76308 -0.78619 -0.17 -0.09 -0.07
C -2.25634 3.38180 -0.96054 0.34 -0.06 0.02
H -0.39024 3.09156 -3.78943 0.14 0.08 0.33
H -0.22743 5.55080 -3.45221 -0.14 -0.23 0.16
H -1.38181 6.62733 -1.52711 0.01 -0.31 -0.05
H -2.75249 5.24219 0.01060 0.13 -0.16 -0.23
H -2.92772 2.79356 -0.33476 0.22 0.11 0.08
C -3.68261 -0.80905 -1.71230 0.02 0.29 -0.03
C -5.02675 -1.16943 -1.65997 -0.28 -0.07 -0.10
C -6.01390 -0.28703 -2.11624 0.23 0.17 0.13
C -5.63732 0.95675 -2.64470 0.12 -0.46 0.12
C -4.28893 1.33018 -2.67277 -0.17 -0.10 -0.05
H -2.92278 -1.57548 -1.49480 -0.25 0.39 0.01
H -5.31917 -2.15348 -1.28572 0.13 0.30 -0.15
H -7.07038 -0.57667 -2.05420 0.52 0.17 -0.11
H -6.39582 1.62390 -3.04938 0.19 -0.11 0.11
H -4.01697 2.28432 -3.13122 0.00 -0.23 0.34
C -1.52357 0.22343 -4.81902 0.13 0.24 0.08
C -0.89987 -0.11670 -6.02144 0.35 0.03 -0.03
C 0.49421 -0.19366 -6.10239 -0.12 -0.08 0.36
C 1.26406 0.08355 -4.96543 0.00 0.19 -0.06
C 0.64678 0.45252 -3.77337 -0.36 0.06 -0.05
H -2.60435 0.32394 -4.77668 0.10 -0.19 -0.04
H -1.49900 -0.30881 -6.90749 0.05 0.01 0.19
H 0.99577 -0.47879 -7.03226 -0.30 0.14 0.33
H 2.35607 0.03338 -5.01879 -0.43 0.03 0.02
H 1.26236 0.71512 -2.90769 -0.16 -0.20 -0.21
H -2.44516 -3.44458 -0.34186 0.71 0.41 -0.08
H -1.77839 -3.14233 -0.59205 -0.74 -0.59 0.22
C -0.21812 3.42622 3.52819 -0.20 0.31 0.56
N 0.02866 2.74812 2.27589 0.35 -0.11 -0.42
C 0.81910 3.23690 1.25043 -0.50 -0.32 0.92
C 0.85560 2.29401 0.28617 -0.94 -0.95 0.12
N 0.08336 1.19775 0.71469 -0.62 0.68 1.32
C -0.40646 1.52899 1.95285 1.01 0.67 -1.78
H 0.21397 4.43198 3.48454 -0.16 -0.30 0.01
H -1.29715 3.50088 3.67983 0.15 0.10 0.11
H 0.23992 2.86860 4.35104 -0.08 0.14 -0.15
H 1.24256 4.20941 1.36625 0.26 0.29 -0.26
H 1.25189 2.38125 -0.71594 0.12 -0.28 0.22
H -1.12339 0.99888 2.57832 0.39 -0.14 -0.16
```
Forces are in eV/Å.

Summary:
E_tot	-4034.5677	Eh
2S+1	1
net charge	+2